(1)
ORCA calculation (the ωB97M-V functional and the def2-TZVPD basis) on a 2-piece molecular cluster, CH6S4 overall at a distorted geometry.

Orbital gap = 8.92 eV
Total charge = 0
LUMO = 0.0259 eV
SMILES = CSS.SS

Geometry as XYZ:
```
11
CH6S4, DFT the ωB97M-V functional and the def2-TZVPD basis
C 0.443 -0.955 -0.436
S 1.692 -0.915 -1.736
S 3.187 0.249 -0.788
H 0.774 -0.490 0.493
H 0.209 -1.965 -0.098
H -0.431 -0.406 -0.764
H 4.151 -0.710 -0.677
S -1.889 2.209 1.063
S -2.531 0.212 1.416
H -3.017 2.862 1.437
H -2.590 -0.090 0.091
```



(2)
ORCA calculation (the ωB97M-V functional and the def2-TZVPD basis) on C23H10Br2Cl2IN2O5RuS4 as an isolated structure at a distorted geometry.

Orbital gap (spin up / spin down) = 5.48 / 5.49 eV
Spin multiplicity = 2
Total charge = -2
LUMO (spin up / spin down) = 3.8006 / 3.8006 eV

Geometry as XYZ:
```
50
C23H10Br2Cl2IN2O5RuS4, DFT the ωB97M-V functional and the def2-TZVPD basis
Ru -0.205 -0.793 0.256
Br -2.547 2.494 -3.402
C -2.105 2.788 -1.582
C -2.409 4.014 -1.003
C -2.061 4.273 0.297
Br -2.482 5.989 1.025
C -1.396 3.305 1.082
C -0.967 3.499 2.413
C -0.320 2.488 3.062
C -0.103 1.266 2.410
N -0.492 1.054 1.170
C -1.124 2.050 0.488
C -1.451 1.746 -0.893
O -1.133 0.642 -1.408
H -2.916 4.769 -1.588
H -1.154 4.445 2.902
H 0.030 2.610 4.078
H 0.393 0.449 2.912
O 1.544 -2.694 6.819
C 1.296 -2.471 5.655
S 2.492 -1.940 4.472
C 1.398 -1.788 3.095
C 0.117 -2.103 3.310
S -1.175 -1.933 2.170
S -0.304 -2.645 4.932
S 2.028 -1.187 1.596
Cl 4.675 -1.931 -4.599
C 3.438 -2.105 -3.365
C 3.018 -3.363 -3.018
C 2.024 -3.538 -2.057
I 1.381 -5.445 -1.517
C 1.403 -2.458 -1.407
O 0.476 -2.587 -0.552
C 1.916 -1.148 -1.749
N 1.397 -0.110 -1.043
C 1.784 1.112 -1.308
C 2.716 1.395 -2.317
C 3.275 0.374 -3.032
C 2.904 -0.958 -2.744
H 3.460 -4.224 -3.500
H 1.356 1.901 -0.703
H 2.987 2.424 -2.513
H 4.002 0.571 -3.808
Cl -5.238 -0.336 -1.718
C -4.444 -1.700 -0.862
C -3.023 -1.324 -0.418
O -2.910 -0.501 0.503
O -2.082 -1.911 -1.005
H -4.417 -2.541 -1.548
H -5.051 -1.922 0.012
```



(3)
ORCA calculation (the ωB97M-V functional and the def2-TZVPD basis) on a 2-piece molecular cluster, C2H8N3PS overall at a distorted geometry.

Orbital gap = 9.83 eV
Total charge = 0
LUMO = 0.9381 eV
SMILES = C1=NC1.NP(N)S

Geometry as XYZ:
```
15
C2H8N3PS, DFT the ωB97M-V functional and the def2-TZVPD basis
C 1.715 1.044 -0.701
N 1.859 0.582 0.459
C 2.994 0.384 -0.505
H 1.107 1.541 -1.375
H 2.949 -0.742 -0.863
H 3.900 0.961 -0.236
N -2.227 0.836 -0.040
P -1.168 -0.442 -0.251
N -0.722 -0.603 1.411
S -2.634 -1.990 -0.163
H -2.483 0.834 0.866
H -1.952 1.677 -0.348
H -0.935 -1.594 1.812
H 0.232 -0.577 1.481
H -2.636 -1.911 -1.546
```



(4)
ORCA calculation (the ωB97M-V functional and the def2-TZVPD basis) on a 7-piece molecular cluster, CH16O6 overall at a distorted geometry.

Orbital gap (spin up / spin down) = 11.00 / 3.21 eV
Spin multiplicity = 2
Total charge = +1
LUMO (spin up / spin down) = -3.8156 / -11.5625 eV

Geometry as XYZ:
```
23
CH16O6, DFT the ωB97M-V functional and the def2-TZVPD basis
C 2.661 -1.322 -3.816
H 2.776 -2.159 -3.114
H 1.749 -1.456 -4.385
H 2.756 -0.377 -3.265
H 3.550 -1.328 -4.452
H -0.161 2.135 3.451
H -1.299 1.303 2.978
O -0.545 1.796 2.644
H -0.592 1.189 -2.473
H -0.590 1.491 -0.981
O -1.179 1.129 -1.699
H -1.822 -0.552 0.457
H -2.364 0.121 -0.801
O -2.619 -0.521 -0.098
H 1.392 -0.702 1.752
H 2.334 -1.725 2.442
O 1.573 -1.133 2.585
H 0.868 1.759 0.775
H 0.330 0.288 0.784
O 0.630 0.995 0.235
H -3.347 -0.985 2.632
H -3.114 0.141 1.707
O -2.986 -0.088 2.643
```



(5)
ORCA calculation (the ωB97M-V functional and the def2-TZVPD basis) on a 5-piece molecular cluster, C2H14O5 overall at a distorted geometry.

Orbital gap = 11.38 eV
Total charge = 0
LUMO = 0.4441 eV
SMILES = CCO.O.O.O.O

Geometry as XYZ:
```
21
C2H14O5, DFT the ωB97M-V functional and the def2-TZVPD basis
C -1.263 1.253 -1.368
C -0.468 0.954 -0.135
O -1.033 1.544 1.009
H -1.587 2.302 -1.486
H -0.633 1.199 -2.272
H -2.163 0.670 -1.508
H 0.570 1.422 -0.276
H -0.489 -0.160 -0.003
H -1.825 2.063 0.873
O -0.079 -0.408 2.342
H -0.761 0.266 2.338
H 0.616 -0.009 2.868
O 1.872 -2.006 0.024
H 1.298 -2.459 -0.603
H 1.346 -1.989 0.836
O -1.179 -2.627 0.874
H -1.141 -3.123 1.698
H -1.079 -1.704 1.149
O 2.014 1.604 -2.949
H 1.953 0.756 -2.496
H 1.688 2.334 -2.443
```



(6)
ORCA calculation (the ωB97M-V functional and the def2-TZVPD basis) on C3H3NO in the gas phase at a distorted geometry.

Orbital gap = 10.29 eV
Total charge = 0
LUMO = 0.4353 eV
SMILES = O=C[C@@H]1C=N1

Geometry as XYZ:
```
8
C3H3NO, DFT the ωB97M-V functional and the def2-TZVPD basis
O 0.722 -1.752 1.353
C 0.289 -1.378 0.321
C -0.511 0.003 0.021
C -0.480 1.158 0.928
N -1.697 0.942 0.799
H 0.584 -1.960 -0.656
H -0.574 -0.026 -1.113
H 0.283 1.760 1.487
```



(7)
ORCA calculation (the ωB97M-V functional and the def2-TZVPD basis) on C4H7N3O in the gas phase at a distorted geometry.

Orbital gap = 8.50 eV
Total charge = 0
LUMO = 0.4960 eV
SMILES = [H]/N=c1/ccn(C)n1O

Geometry as XYZ:
```
15
C4H7N3O, DFT the ωB97M-V functional and the def2-TZVPD basis
H -0.199 1.116 2.596
N -0.573 0.212 2.393
C -0.378 -0.099 1.123
C -0.900 -1.323 0.591
C -0.460 -1.327 -0.723
N 0.097 -0.106 -1.106
C 1.254 -0.241 -1.933
N 0.323 0.567 0.071
O 0.063 1.859 0.089
H -1.404 -2.248 1.018
H -0.461 -2.142 -1.441
H 1.404 0.822 -2.278
H 2.136 -0.544 -1.475
H 1.126 -0.970 -2.755
H 0.878 2.328 -0.245
```



(8)
ORCA calculation (the ωB97M-V functional and the def2-TZVPD basis) on C3H7NO as an isolated structure at a distorted geometry.

Orbital gap = 10.49 eV
Total charge = 0
LUMO = 1.0211 eV

Geometry as XYZ:
```
12
C3H7NO, DFT the ωB97M-V functional and the def2-TZVPD basis
C -0.149 -0.340 0.763
C -0.135 1.020 0.024
C 0.772 -0.781 -0.339
H -2.056 -0.590 -0.034
H 0.139 -0.282 1.847
H -1.098 1.529 0.279
H 0.774 1.703 0.369
H 0.473 0.667 -1.980
H 0.841 -1.887 -0.553
H 1.810 -0.264 0.052
N 0.042 0.184 -1.162
O -1.415 -0.960 0.736
```



| no. | E (a.u.) |
| --- | --- |
| 1 | -1634.42057 |
| 2 | -9422.13723 |
| 3 | -984.72461 |
| 4 | -498.69888 |
| 5 | -460.76356 |
| 6 | -245.98183 |
| 7 | -395.98636 |
| 8 | -248.41012 |